No. 1
Entry from the Open Molecules 2025 dataset: a cluster of 2 separate species, C5H5F3O3S in total (the ωB97M-V functional and the def2-TZVPD basis).

Geometry (Å):
C (-0.97, 0.08, -0.96)
C (0.71, 0.71, 1.67)
C (-0.68, 1.47, 1.64)
C (-0.83, -0.39, 0.49)
C (1.31, -2.02, -1.92)
O (-1.30, 1.47, -3.08)
O (0.54, -0.38, 0.83)
O (-1.55, 0.38, 1.41)
F (0.34, -2.57, -2.58)
F (1.86, -2.83, -1.01)
F (2.29, -1.64, -2.76)
S (-1.16, 1.46, -1.64)
H (1.51, 1.25, 1.38)
H (0.73, 0.36, 2.74)
H (-0.89, 2.03, 2.56)
H (-0.65, 2.08, 0.79)
H (-1.27, -1.45, 0.42)

Output
F_max = 5.38 eV/A
Highest occupied orbital energy (alpha / beta) = -0.368 / -0.360 Eh
Energy above the lowest of the compared OMol25 structures with the same formula, charge and spin = 69.0 kcal/mol
Molecular weight = 202.2 g/mol

Atomic partial charges in e from the Löwdin method, atoms 1 to 8: -0.19 -0.14 -0.14 -0.43 -0.38 -0.53 -0.07 -0.05

***

No. 2
Entry from the Open Molecules 2025 dataset: a cluster of 3 separate species, C29H49Cl2F16O3P2S in total (the ωB97M-V functional and the def2-TZVPD basis).

Geometry (Å):
C (4.02, 3.47, 3.72)
C (3.59, 2.01, 3.89)
P (4.06, 0.86, 2.52)
C (5.29, 1.63, 1.39)
C (6.62, 0.89, 1.50)
P (2.30, 0.58, 1.28)
S (2.98, -0.92, 0.01)
C (0.88, -0.06, 2.21)
C (-0.28, 0.88, 2.59)
C (-0.04, 1.69, 3.86)
C (-1.30, 2.17, 4.60)
C (-2.57, 2.33, 3.78)
C (-2.44, 3.33, 2.63)
C (-3.60, 4.32, 2.55)
C (-4.87, 3.72, 1.95)
C (-4.86, 3.60, 0.42)
C (-4.29, 2.30, -0.16)
C (-4.79, 1.04, 0.53)
O (-4.59, -0.08, -0.32)
C (-3.90, -1.17, 0.24)
C (1.97, 2.00, 0.14)
Cl (1.26, 3.38, 0.98)
C (1.23, 1.62, -1.14)
C (1.33, 2.71, -2.21)
Cl (-0.48, 1.27, -0.82)
H (3.91, 3.96, 4.68)
H (3.40, 3.99, 3.00)
H (5.07, 3.53, 3.46)
H (2.53, 1.96, 4.10)
H (4.09, 1.60, 4.76)
H (4.92, 1.50, 0.38)
H (5.40, 2.70, 1.54)
H (6.47, -0.18, 1.51)
H (7.18, 1.20, 2.38)
H (7.23, 1.13, 0.62)
H (1.79, -1.27, -0.51)
H (0.50, -0.91, 1.66)
H (1.29, -0.45, 3.14)
H (-1.13, 0.23, 2.78)
H (-0.58, 1.53, 1.78)
H (0.62, 2.54, 3.69)
H (0.50, 1.03, 4.55)
H (-1.48, 1.51, 5.45)
H (-1.07, 3.15, 5.03)
H (-2.92, 1.35, 3.44)
H (-3.34, 2.68, 4.46)
H (-1.48, 3.85, 2.68)
H (-2.42, 2.78, 1.69)
H (-3.30, 5.14, 1.91)
H (-3.81, 4.70, 3.55)
H (-5.68, 4.40, 2.21)
H (-5.11, 2.78, 2.43)
H (-5.89, 3.68, 0.07)
H (-4.32, 4.43, -0.02)
H (-3.20, 2.32, -0.15)
H (-4.59, 2.23, -1.20)
H (-4.25, 0.91, 1.47)
H (-5.85, 1.12, 0.76)
H (-2.83, -1.10, 0.03)
H (-4.05, -1.24, 1.32)
H (-4.27, -2.09, -0.20)
H (2.95, 2.35, -0.17)
H (1.69, 0.73, -1.55)
H (2.35, 2.81, -2.56)
H (0.95, 3.65, -1.84)
H (0.71, 2.42, -3.05)
C (0.86, -4.32, -0.69)
C (-0.31, -3.84, 0.18)
C (-0.23, -4.07, 1.69)
F (-0.22, -5.38, 1.99)
F (-1.32, -3.50, 2.26)
F (-1.47, -4.31, -0.29)
F (-0.31, -2.47, 0.04)
O (0.75, -5.54, -1.38)
C (1.09, -6.75, -0.81)
C (-0.11, -7.70, -0.74)
F (-1.09, -7.16, 0.00)
F (0.29, -8.85, -0.15)
F (1.67, -6.58, 0.40)
F (2.00, -7.33, -1.62)
H (0.93, -3.58, -1.48)
H (1.80, -4.26, -0.13)
H (0.67, -3.60, 2.11)
H (-0.48, -7.91, -1.75)
C (-0.99, -1.21, -5.37)
C (-0.11, -1.86, -4.29)
C (1.08, -1.06, -3.76)
F (2.01, -0.82, -4.70)
F (1.68, -1.79, -2.77)
F (0.30, -3.08, -4.68)
F (-0.91, -2.02, -3.19)
O (-0.79, -1.60, -6.72)
C (0.10, -0.97, -7.55)
C (1.17, -1.94, -8.07)
F (1.87, -2.46, -7.05)
F (2.03, -1.24, -8.86)
F (0.65, 0.12, -6.97)
F (-0.58, -0.55, -8.63)
H (-1.99, -1.58, -5.15)
H (-1.02, -0.13, -5.27)
H (0.76, -0.11, -3.33)
H (0.71, -2.74, -8.65)

Output
F_max = 1.03 eV/A
Highest occupied orbital energy = -0.421 Eh
Molecular weight = 914.6 g/mol
Net charge = +1

Atomic partial charges in e from the Löwdin method, atoms 1 to 8: -0.14 -0.43 0.88 -0.45 -0.15 0.53 0.60 -0.32

***

No. 3
Entry from the Open Molecules 2025 dataset: a cluster of 2 separate species, C6H9NO3 in total (the ωB97M-V functional and the def2-TZVPD basis).

Geometry (Å):
C (-2.56, 0.25, 0.50)
C (-1.74, -0.23, -0.37)
C (-0.32, -0.58, -0.03)
C (0.64, 0.44, 0.37)
C (0.11, -1.93, -0.51)
C (0.61, 1.90, 0.21)
N (2.53, -0.04, -0.06)
O (3.08, 0.92, -0.55)
O (2.83, -1.22, 0.11)
O (-0.07, -0.21, 1.31)
H (-3.50, 0.65, 0.24)
H (-2.10, 0.19, 1.51)
H (-2.04, -0.28, -1.34)
H (0.67, -1.92, -1.48)
H (-0.81, -2.71, -0.51)
H (0.90, -2.34, 0.22)
H (1.29, 2.52, 0.94)
H (-0.46, 2.23, 0.24)
H (0.94, 2.35, -0.81)

Output
F_max = 3.86 eV/A
Highest occupied orbital energy (alpha / beta) = -0.238 / -0.372 Eh
Spin multiplicity = 3
Energy above the lowest of the compared OMol25 structures with the same formula, charge and spin = 110.0 kcal/mol
Molecular weight = 143.1 g/mol

Atomic partial charges in e from the Löwdin method, atoms 1 to 8: 0.05 -0.11 -0.43 -0.21 -0.02 -0.02 -0.32 0.01

***

No. 4
Entry from the Open Molecules 2025 dataset: the ion NO5S with charge -1 (the ωB97M-V functional and the def2-TZVPD basis).

Geometry (Å):
N (1.41, -0.02, 0.12)
O (1.43, -0.98, 0.80)
O (-2.56, 0.83, 0.24)
O (2.22, 0.51, -0.54)
O (-1.59, -1.09, -0.94)
O (-0.06, 0.76, 0.09)
S (-1.59, -0.27, 0.28)

Output
F_max = 5.09 eV/A
Highest occupied orbital energy = -0.167 Eh
Energy above the lowest of the compared OMol25 structures with the same formula, charge and spin = 47.6 kcal/mol
Molecular weight = 126.1 g/mol
Net charge = -1

Listed below, in e, are the Löwdin charges computed for each atom: -0.40 0.07 -0.52 0.08 -0.53 -0.34 0.63

***

No. 5
Entry from the Open Molecules 2025 dataset: a structure of composition C25H29AlBrCl3F4NO7P (the ωB97M-V functional and the def2-TZVPD basis).

Geometry (Å):
C (4.60, -0.31, 1.51)
P (3.36, -0.05, 0.15)
C (3.54, -1.35, -1.15)
C (1.69, -0.25, 1.02)
C (1.15, -1.56, 1.04)
C (-0.06, -1.80, 1.71)
C (-0.71, -0.77, 2.36)
C (-0.19, 0.56, 2.31)
C (-1.01, 1.64, 3.02)
C (-1.88, 2.48, 2.03)
O (-1.42, 2.38, 0.69)
C (-3.38, 1.95, 2.05)
N (-3.67, 1.17, 0.83)
C (0.98, 0.86, 1.66)
C (1.63, 2.23, 1.54)
F (1.76, 2.55, 0.24)
F (0.98, 3.25, 2.11)
F (2.85, 2.18, 2.13)
C (-1.98, -1.17, 3.09)
O (-2.29, -0.82, 4.20)
C (-2.86, -2.14, 2.32)
C (-2.19, -3.17, 1.66)
C (-2.94, -4.09, 0.95)
C (-4.32, -3.99, 0.94)
C (-5.02, -2.99, 1.62)
C (-6.54, -3.01, 1.57)
O (-7.18, -2.09, 2.43)
O (-7.25, -0.87, 1.72)
C (-4.24, -2.06, 2.30)
F (-4.81, -1.04, 2.97)
C (-0.68, -3.19, 1.75)
O (-0.03, -4.21, 1.80)
H (4.24, 0.10, 2.46)
H (4.84, -1.37, 1.68)
H (5.52, 0.25, 1.28)
H (4.47, -1.92, -1.02)
H (3.58, -0.91, -2.16)
H (2.72, -2.09, -1.18)
H (1.65, -2.42, 0.59)
H (-0.32, 2.28, 3.58)
H (-1.72, 1.25, 3.75)
H (-1.89, 3.55, 2.28)
H (-1.64, 3.19, 0.20)
H (-3.55, 1.25, 2.88)
H (-4.08, 2.78, 2.18)
H (-4.46, 0.57, 1.03)
H (-3.97, 1.79, 0.08)
H (-2.45, -4.89, 0.39)
H (-4.91, -4.72, 0.39)
H (-6.92, -2.84, 0.55)
H (-6.90, -4.00, 1.88)
H (-7.47, -0.22, 2.40)
C (5.94, 0.38, -5.75)
C (5.89, 0.34, -4.23)
O (5.40, -0.60, -3.65)
C (6.46, 1.51, -3.47)
H (5.50, -0.53, -6.15)
H (5.37, 1.24, -6.11)
H (6.99, 0.44, -6.09)
H (5.93, 2.42, -3.73)
H (7.52, 1.62, -3.69)
H (6.34, 1.33, -2.40)
C (-0.59, 2.80, -2.78)
Cl (-0.05, 3.04, -4.45)
Cl (-1.87, 3.94, -2.33)
H (-0.98, 1.79, -2.69)
H (0.25, 2.95, -2.12)
O (-1.94, -0.09, -2.52)
H (-2.72, 0.22, -2.04)
Al (7.05, 2.11, -7.09)
Cl (0.16, -0.22, -0.69)
Br (4.75, 3.32, -5.89)

Output
F_max = 2.89 eV/A
Highest occupied orbital energy = -0.302 Eh
Molecular weight = 775.7 g/mol

Atomic partial charges in e from the Löwdin method, atoms 1 to 8: -0.28 0.94 -0.29 -0.45 -0.13 -0.11 0.00 -0.08